# 1
52
Properties=species:S:1:pos:R:3:forces:R:3:lowdin_charge:R:1 method="wB97M-V/def2-TZVPD" orbital_gap_ev="7.31 / 7.27" max_force_ev_per_a=1.1 s_squared=2.005 total_energy_ev=-150835.8344 charge=0 mol_weight_g_mol=637.09 spin_multiplicity=3
Ni -0.516 0.552 0.267 -1.0 -0.6 0.0 0.304
C -0.439 4.117 1.288 0.0 0.0 -0.1 -0.088
C -1.683 3.309 1.413 -0.3 0.4 0.1 -0.607
N -1.745 2.020 1.325 0.3 -0.3 -0.1 0.020
C -3.024 1.536 1.494 -0.1 0.3 0.0 -0.351
C -3.961 2.495 1.697 0.0 0.0 0.0 -0.328
S -3.229 4.043 1.693 0.3 -0.3 0.0 1.081
C -3.199 0.092 1.442 0.0 -0.3 0.0 -0.347
C -4.332 -0.618 1.660 0.0 -0.1 0.0 -0.331
S -4.010 -2.289 1.493 0.4 0.2 -0.1 1.088
C -2.348 -1.943 1.135 -0.6 0.0 0.1 -0.583
N -2.086 -0.670 1.147 0.2 0.1 0.0 0.028
C -1.386 -3.037 0.858 0.2 0.1 0.0 -0.068
H 0.419 3.462 1.435 0.0 0.1 0.1 0.063
H -0.426 4.919 2.024 0.0 0.0 0.0 0.079
H -0.372 4.561 0.293 0.0 0.0 0.0 0.078
H -5.022 2.379 1.843 0.0 0.0 0.0 0.080
H -5.318 -0.258 1.898 0.0 0.0 0.0 0.079
H -1.884 -4.005 0.836 0.0 0.0 0.0 0.076
H -0.620 -3.015 1.635 0.0 -0.1 0.1 0.059
H -0.894 -2.839 -0.093 -0.1 0.0 0.0 0.068
Cl 0.673 2.052 -1.050 0.8 0.7 -0.1 0.851
C 0.286 1.528 -2.652 -0.4 -0.3 -0.8 -0.619
C 1.248 1.612 -3.639 0.1 0.1 0.2 -0.112
C 0.918 1.259 -4.936 0.0 0.0 -0.1 -0.095
C -0.368 0.830 -5.228 -0.1 0.0 0.0 -0.122
C -1.309 0.719 -4.219 0.3 0.1 0.1 -0.695
Cl -2.896 0.167 -4.624 -0.1 -0.1 -0.1 0.651
C -1.008 1.037 -2.883 -0.1 0.0 0.2 -0.720
S -2.144 0.827 -1.591 0.1 -0.1 0.3 0.651
H 2.249 1.935 -3.386 0.0 0.0 0.0 0.106
H 1.662 1.318 -5.718 0.0 0.0 0.0 0.101
H -0.650 0.569 -6.239 0.0 0.0 0.0 0.100
N 3.970 -0.984 0.985 -0.1 0.4 -0.4 0.144
C 2.601 -1.617 1.048 -0.5 0.2 0.0 -0.486
C 2.663 -3.074 1.464 0.1 0.0 0.1 -0.080
P 1.566 -0.643 2.259 0.3 0.0 0.4 0.335
O 2.821 -0.224 3.248 -0.5 0.0 0.2 -0.174
O 0.625 -1.529 2.970 0.0 -0.1 -0.1 -0.284
O 1.094 0.624 1.599 -0.2 0.0 -0.2 -0.359
P 1.923 -1.292 -0.665 0.6 -0.2 -0.5 0.377
O 2.223 -2.681 -1.437 -0.2 0.0 0.0 -0.127
O 2.914 -0.265 -1.136 -0.2 0.1 -0.1 -0.307
O 0.438 -1.078 -0.708 0.1 0.2 0.4 -0.340
H 4.159 -0.451 1.835 0.1 -0.1 0.0 0.122
H 3.856 -0.360 0.078 0.0 -0.4 0.4 0.112
H 4.697 -1.677 0.833 0.0 -0.1 0.0 0.155
H 3.067 -3.168 2.474 0.0 0.0 0.0 0.090
H 3.263 -3.659 0.766 0.0 0.0 0.0 0.081
H 1.651 -3.475 1.482 0.1 0.0 0.0 0.074
H 2.457 -0.065 4.133 0.3 -0.1 -0.2 0.087
H 1.426 -3.047 -1.845 0.1 0.1 0.1 0.085

# 2
19
Properties=species:S:1:pos:R:3:forces:R:3:lowdin_charge:R:1 method="wB97M-V/def2-TZVPD" orbital_gap_ev=10.43 max_force_ev_per_a=1.2 total_energy_ev=-10930.2903 charge=+1 mol_weight_g_mol=110.13
C -0.484 -1.589 -0.646 0.6 -0.1 0.0 -0.122
C 0.495 -2.451 -0.453 0.1 0.0 0.8 0.092
C -0.831 0.451 0.433 -0.2 1.0 0.5 0.127
N -0.167 -0.181 -0.436 -0.9 -0.7 0.1 0.052
H -1.524 -1.801 -0.841 0.0 0.0 -0.1 0.126
H 1.469 -2.084 -0.155 0.1 0.1 -0.2 0.080
H 0.364 -3.516 -0.339 -0.3 -0.1 -0.6 0.083
H -0.648 1.485 0.698 0.3 0.1 -0.5 0.123
H -1.657 0.013 0.977 0.3 -0.6 0.0 0.133
H 0.441 0.294 -1.093 0.7 0.0 0.3 0.153
H 3.564 -0.299 -1.687 -0.3 -0.3 0.1 0.052
H 3.402 1.164 -1.576 -0.3 0.2 0.1 0.050
O 2.891 0.355 -1.451 0.4 0.0 -0.1 -0.062
H 0.775 1.506 4.057 0.5 -0.5 -0.2 0.046
H -0.663 1.546 4.033 -0.4 -0.4 -0.2 0.043
O 0.047 0.987 3.688 -0.1 0.9 0.3 -0.066
H -2.240 1.370 -2.477 0.0 -0.1 0.0 0.069
H -2.875 1.722 -1.150 -0.2 0.0 -0.1 0.063
O -2.361 1.030 -1.581 -0.2 0.4 -0.1 -0.044

# 3
38
Properties=species:S:1:pos:R:3:forces:R:3:lowdin_charge:R:1 method="wB97M-V/def2-TZVPD" orbital_gap_ev=8.51 max_force_ev_per_a=3.1 total_energy_ev=-27453.1976 charge=0 mol_weight_g_mol=291.31 smiles="N[C@@H](CO)C(=O)N[C@@H](Cc1c[nH]c2ccccc12)C(=O)O"
N -2.873 -2.132 -0.223 1.1 2.5 0.8 0.045
C -3.302 -0.665 -0.721 0.9 -2.9 0.6 -0.247
C -4.785 -0.634 -0.535 -1.2 0.0 -0.5 -0.253
O -5.365 -1.745 -1.173 -1.1 0.5 -1.4 -0.071
C -2.595 0.384 0.077 -0.5 0.7 -0.1 -0.443
O -3.301 1.174 0.692 1.3 -0.2 0.2 0.080
N -1.209 0.349 0.062 -0.4 -0.3 -0.9 0.127
C -0.498 1.304 0.906 0.6 -0.4 1.4 -0.257
C 0.454 0.684 1.897 2.0 -0.5 -0.8 -0.065
C 1.444 -0.309 1.190 -1.1 -1.0 0.5 -0.119
C 1.564 -1.578 1.723 1.2 1.3 -0.4 -0.065
N 2.693 -2.206 1.198 0.1 -2.3 0.1 0.057
C 3.166 -1.432 0.135 -0.4 -1.0 0.5 -0.232
C 4.232 -1.648 -0.718 2.7 0.5 -1.1 -0.025
C 4.606 -0.609 -1.611 -1.0 -0.3 0.3 -0.090
C 3.815 0.544 -1.694 0.2 -1.3 -0.4 -0.095
C 2.693 0.655 -0.901 0.3 1.9 -1.1 -0.043
C 2.357 -0.288 0.034 -0.1 0.3 1.9 -0.127
C 0.179 2.392 0.188 -1.9 0.4 -1.4 -0.516
O 1.254 2.893 0.219 0.8 0.3 0.7 0.138
O -0.831 2.866 -0.570 0.7 1.5 -1.4 0.112
H -1.813 -2.155 -0.260 -1.6 -0.1 -0.1 0.068
H -3.017 -2.041 0.817 0.0 -0.3 -1.1 0.087
H -3.121 -0.622 -1.784 0.5 0.0 -0.3 0.144
H -5.267 0.252 -1.038 0.7 -0.7 0.7 0.151
H -5.065 -0.667 0.509 0.1 0.4 0.5 0.118
H -5.157 -2.599 -0.817 0.7 -0.2 0.6 0.065
H -0.789 -0.158 -0.780 -0.4 1.2 2.0 0.192
H -1.247 1.946 1.403 -0.2 -0.9 0.2 0.170
H 1.016 1.428 2.542 -0.6 -0.5 -1.2 0.149
H -0.076 0.110 2.611 -0.7 -0.8 0.6 0.094
H 0.968 -1.969 2.527 0.2 -0.3 0.2 0.114
H 3.015 -3.215 1.426 -0.9 2.7 -0.7 0.195
H 4.995 -2.460 -0.654 -1.2 0.3 0.2 0.115
H 5.429 -0.629 -2.336 -0.1 -0.7 0.7 0.101
H 4.070 1.226 -2.498 -0.3 0.4 0.4 0.101
H 2.161 1.586 -1.012 -0.1 -0.3 0.1 0.085
H -0.420 3.586 -1.078 -0.4 0.1 -0.1 0.138

# 4
100
Properties=species:S:1:pos:R:3:forces:R:3:lowdin_charge:R:1 method="wB97M-V/def2-TZVPD" orbital_gap_ev=5.74 max_force_ev_per_a=0.3 total_energy_ev=-236703.2319 charge=+1 mol_weight_g_mol=1035.70
Ti -1.055 2.382 -0.545 0.3 0.0 -0.2 1.194
O -2.508 -0.593 -5.767 0.0 0.0 0.0 0.121
C -2.168 0.092 -4.673 0.0 0.0 0.0 -0.254
C -1.874 1.462 -4.697 0.0 0.0 -0.1 0.109
C -1.534 2.055 -3.505 0.1 0.0 0.2 -0.154
N -1.467 1.356 -2.385 -0.2 0.0 -0.1 0.060
C -1.751 0.059 -2.342 0.1 0.2 0.1 -0.144
C -2.118 -0.628 -3.469 0.0 -0.1 0.0 0.106
C -1.638 -0.427 -0.915 -0.1 -0.2 0.0 -0.513
O -2.024 -1.501 -0.548 0.1 0.0 0.0 0.121
O -1.132 0.523 -0.133 0.0 0.0 0.0 -0.172
C -1.174 3.503 -3.227 0.0 -0.1 -0.2 -0.527
O -1.103 4.340 -4.078 0.0 0.0 0.1 0.157
O -0.921 3.673 -1.931 0.1 0.0 0.1 -0.146
H -2.505 -0.032 -6.552 0.0 0.0 0.0 0.132
H -1.911 2.044 -5.609 0.0 0.0 0.0 0.144
H -2.349 -1.684 -3.443 0.0 0.0 0.0 0.148
C 1.601 1.614 0.796 0.0 0.0 0.1 -0.070
N 1.099 2.477 -0.300 -0.1 0.0 0.0 -0.330
C 1.787 2.091 -1.550 0.0 0.0 0.0 -0.043
C 1.361 3.904 0.035 0.0 0.0 0.0 -0.136
C 0.366 4.345 1.074 0.0 -0.1 0.0 -0.238
C 0.723 5.237 2.075 0.0 0.0 0.0 -0.026
C -0.225 5.660 2.996 0.0 0.0 0.0 -0.067
C -1.527 5.186 2.910 0.0 0.0 0.0 -0.092
C -1.871 4.274 1.918 0.0 0.0 0.0 -0.119
C -0.936 3.820 0.987 0.0 0.1 0.1 -0.158
H 2.680 1.762 0.894 0.0 0.0 0.0 0.099
H 1.399 0.571 0.558 0.0 0.0 0.0 0.017
H 1.103 1.872 1.727 0.0 0.0 0.0 0.079
H 2.867 2.217 -1.433 0.0 0.0 0.0 0.106
H 1.449 2.714 -2.375 0.0 0.0 0.0 0.093
H 1.583 1.040 -1.763 0.0 0.0 0.0 0.089
H 1.237 4.489 -0.878 0.0 0.0 0.0 0.134
H 2.395 4.015 0.375 0.0 0.0 0.0 0.139
H 1.741 5.605 2.138 0.0 0.0 0.0 0.119
H 0.049 6.362 3.773 0.0 0.0 0.0 0.110
H -2.277 5.529 3.612 0.0 0.0 0.0 0.108
H -2.896 3.921 1.887 0.0 0.0 0.0 0.087
Se -5.320 4.365 -2.670 0.1 0.2 0.0 1.233
N -6.337 3.749 -1.376 -0.1 -0.2 0.0 -0.217
C -5.555 3.053 -0.573 0.2 0.1 0.0 -0.375
C -5.982 2.338 0.581 0.0 0.0 0.0 0.039
C -5.039 1.657 1.278 -0.1 0.0 0.0 -0.005
C -3.678 1.691 0.874 0.1 0.1 -0.1 -0.081
N -3.225 2.350 -0.170 -0.1 0.0 0.1 0.036
C -4.155 3.028 -0.932 -0.2 0.1 0.0 -0.408
N -3.828 3.680 -2.025 0.0 -0.2 -0.1 -0.200
H -7.026 2.349 0.864 0.0 0.0 0.0 0.133
H -5.295 1.084 2.158 0.0 0.0 0.0 0.122
H -2.930 1.166 1.459 0.0 0.0 0.0 0.098
C 4.867 -3.615 0.414 0.0 0.0 0.0 -0.204
Si 3.880 -2.035 0.234 0.0 0.0 0.0 0.246
C 4.450 -1.123 -1.306 0.0 0.0 0.0 -0.216
C 4.227 -0.962 1.737 0.0 0.0 0.0 -0.213
As 1.542 -2.238 0.029 0.0 0.0 0.0 0.828
Si 1.288 -3.440 -1.978 0.0 0.0 0.0 0.245
C -0.363 -4.323 -1.946 0.0 0.1 0.0 -0.214
C 1.288 -2.146 -3.346 0.0 0.0 0.0 -0.217
C 2.639 -4.681 -2.359 0.0 0.0 0.0 -0.212
Si 0.934 -3.795 1.696 0.0 0.0 -0.1 0.244
C 1.717 -5.483 1.478 0.0 0.0 0.0 -0.204
C 1.448 -3.055 3.338 0.0 0.0 0.0 -0.227
C -0.928 -3.998 1.636 0.0 0.0 0.0 -0.218
H 5.931 -3.363 0.465 0.0 0.0 0.0 0.039
H 4.724 -4.300 -0.421 0.0 0.0 0.0 0.015
H 4.612 -4.140 1.335 0.0 0.0 0.0 0.018
H 5.522 -0.919 -1.256 0.0 0.0 0.0 0.037
H 3.929 -0.167 -1.409 0.0 0.0 0.0 0.006
H 4.264 -1.706 -2.210 0.0 0.0 0.0 0.011
H 5.210 -0.492 1.646 0.0 0.0 0.0 0.037
H 4.236 -1.561 2.650 0.0 0.0 0.0 0.021
H 3.483 -0.175 1.866 0.0 0.0 0.0 -0.001
H -1.168 -3.659 -1.625 0.0 0.0 0.0 0.010
H -0.338 -5.178 -1.266 0.0 0.0 0.0 0.020
H -0.600 -4.707 -2.942 0.0 0.0 0.0 0.036
H 0.616 -1.318 -3.108 0.0 0.0 0.0 -0.006
H 0.965 -2.584 -4.295 0.0 0.0 0.0 0.037
H 2.287 -1.733 -3.494 0.0 0.0 0.0 0.017
H 2.758 -5.411 -1.557 0.0 0.0 0.0 0.021
H 3.600 -4.188 -2.517 0.0 0.0 0.0 0.019
H 2.391 -5.224 -3.275 0.0 0.0 0.0 0.038
H 2.800 -5.454 1.601 0.0 0.0 0.0 0.014
H 1.500 -5.900 0.493 0.0 0.0 0.0 0.016
H 1.312 -6.172 2.225 0.0 0.0 0.0 0.039
H 2.533 -3.040 3.452 0.0 0.0 0.0 0.017
H 1.034 -3.649 4.157 0.0 0.0 0.0 0.020
H 1.082 -2.031 3.449 0.0 0.0 0.0 0.008
H -1.226 -4.674 0.833 0.0 0.0 0.0 0.020
H -1.449 -3.053 1.471 0.0 0.0 0.0 0.000
H -1.276 -4.425 2.580 0.0 0.0 0.0 0.023
I -1.892 -2.121 5.338 0.0 0.1 0.0 0.903
C -1.472 -0.347 4.373 0.0 -0.1 0.0 -0.759
C -1.423 0.908 4.929 0.0 0.0 0.0 -0.139
N -1.127 1.752 3.920 0.0 0.0 0.0 0.004
N -0.985 1.126 2.745 0.0 0.0 0.0 0.018
C -1.185 -0.157 3.007 0.0 0.0 0.1 -0.203
H -1.567 1.244 5.942 0.0 0.0 0.0 0.121
H -1.050 2.757 3.950 0.0 0.0 0.0 0.135
H -1.119 -0.889 2.217 0.0 0.0 0.0 0.089

Question: Which value of charge does entry 4 give?
Answer: +1